{
  "formula": "C4H10S2",
  "method": "ωB97M-V/def2-TZVPD",
  "elements": ["C", "C", "S", "S", "C", "C", "H", "H", "H", "H", "H", "H", "H", "H", "H", "H"],
  "coordinates": [[-2.81145, -0.11312, -0.78076], [-1.60539, -0.44327, -1.40489], [-1.30444, 0.30138, 1.84163], [0.27338, -0.81324, 1.25635], [1.38909, 0.41522, 0.51047], [2.88313, 0.11646, 0.73835], [-1.79683, -0.07108, -0.09328], [-3.53070, -0.91030, -0.69931], [-3.22706, 0.88132, -0.84713], [-1.37773, -1.46306, -1.66915], [-0.95846, 0.34110, -1.76961], [1.24535, 0.47260, -0.56858], [1.09675, 1.35509, 0.95893], [3.41582, -0.33657, -0.09409], [2.93697, -0.71032, 1.45170], [3.37156, 0.97777, 1.16939]],
  "de_lowest_ev": 3.937,
  "e_lumo_ha": -0.016,
  "fmax_ev_per_a": 2.7
}

{
  "formula": "C18H22N2O3S",
  "method": "ωB97M-V/def2-TZVPD",
  "elements": ["C", "C", "C", "C", "C", "C", "C", "C", "N", "C", "O", "C", "C", "C", "C", "N", "S", "C", "O", "O", "C", "C", "C", "C", "H", "H", "H", "H", "H", "H", "H", "H", "H", "H", "H", "H", "H", "H", "H", "H", "H", "H", "H", "H", "H", "H"],
  "coordinates": [[-3.28993, 0.58329, 2.40789], [-2.37623, 1.42422, 1.52466], [-1.91918, 2.69503, 2.23668], [-0.99161, 3.55567, 1.36662], [0.28384, 2.82644, 1.06276], [1.30283, 2.76353, 2.00562], [2.44346, 2.02041, 1.77243], [2.58657, 1.31065, 0.58369], [3.73030, 0.52908, 0.37835], [3.83173, -0.67619, -0.25732], [4.91875, -1.14388, -0.52738], [2.55133, -1.38370, -0.53889], [2.36964, -2.00911, -1.76850], [1.19668, -2.67922, -2.05458], [0.18846, -2.75406, -1.09538], [-0.99874, -3.41353, -1.37722], [-1.65603, -3.59052, -2.90254], [-1.80866, -1.88572, -3.49125], [-2.96046, -4.12877, -2.67499], [-0.75109, -4.29231, -3.75393], [0.38858, -2.17186, 0.15611], [1.55907, -1.49554, 0.43108], [1.59594, 1.41326, -0.38867], [0.45842, 2.15637, -0.14168], [-2.77019, 0.28010, 3.31417], [-4.17255, 1.15074, 2.69505], [-3.61563, -0.31200, 1.88306], [-1.50099, 0.83502, 1.24038], [-2.90709, 1.69608, 0.60902], [-1.39516, 2.42264, 3.15547], [-2.79461, 3.28664, 2.51367], [-1.50545, 3.81155, 0.43817], [-0.76888, 4.48185, 1.90065], [1.19878, 3.29848, 2.93852], [3.22475, 1.97437, 2.51741], [4.60638, 0.89824, 0.72697], [3.15957, -1.95708, -2.50231], [1.05713, -3.17140, -3.00313], [-1.69092, -3.43894, -0.64672], [-2.14536, -1.92733, -4.51872], [-2.53690, -1.38168, -2.87048], [-0.83635, -1.41516, -3.42764], [-0.37820, -2.25814, 0.91234], [1.70317, -1.05907, 1.40803], [1.72072, 0.91000, -1.33486], [-0.30587, 2.22150, -0.90260]],
  "de_lowest_ev": 0.957,
  "e_lumo_ha": 0.013,
  "smiles": "CCCCc1ccc(NC(=O)c2ccc(NS(C)(=O)=O)cc2)cc1",
  "fmax_ev_per_a": 0.9
}

Number 1: total energy -954.638884 hartree. Number 2: total energy -1432.549036 hartree.